No. 1
ORCA calculation (ωB97M-V/def2-TZVPD) on C7H12Si in the gas phase in a non-equilibrium geometry.

The geometry in XYZ format:
```
20
Properties=species:S:1:pos:R:3:nbo_charge:R:1
C -1.65959 0.38851 0.40943 -0.2502
C -1.50000 1.69450 0.52716 -0.1233
C -0.37057 -0.20824 0.31427 -0.0213
C 0.65934 0.66234 0.38878 -0.3158
C -0.02703 2.02521 0.40270 -0.4815
C -0.57752 -1.89665 -1.29423 -0.5999
C -0.40201 -1.69643 0.20518 -0.4484
Si 2.47804 0.40452 0.49249 0.8137
H -2.51827 -0.13047 0.06571 0.2132
H -2.17131 2.49457 0.57495 0.1973
H -0.12767 2.43732 -0.56855 0.2056
H 0.31564 2.77720 1.11114 0.2143
H 0.34636 -1.82318 -1.93022 0.2052
H -1.19950 -1.02432 -1.67829 0.2059
H -1.07302 -2.84533 -1.54981 0.2073
H 0.43187 -2.30382 0.54078 0.2215
H -1.40751 -2.08653 0.57765 0.2143
H 2.71061 -0.62064 1.62843 -0.1446
H 2.86473 1.87783 0.45974 -0.1482
H 3.22740 -0.12642 -0.67733 -0.1650
```

Summary:
E	-563.19684	Ha
HOMO (alpha / beta)	-5.02 / -9.90	eV
2S+1	3
energy above the lowest of the compared OMol25 structures with the same formula, charge and spin	3.6	kcal/mol
charge	0
orbital gap (alpha / beta)	0.2207 / 0.2900	Eh

No. 2
ORCA calculation (ωB97M-V/def2-TZVPD) on a molecular structure, C16H29B3BrO4PPdSi in a non-equilibrium geometry.

The geometry in XYZ format:
```
56
Properties=species:S:1:pos:R:3:nbo_charge:R:1
C 1.12983 -1.28051 -3.45340 -1.1323
Si 0.85894 0.51248 -2.79103 1.5861
C 1.84116 1.85956 -3.81132 -1.1352
C 1.50705 0.66922 -0.94311 -0.8379
C 0.66143 1.91938 -0.29049 -0.4220
C 1.32228 2.56719 1.06279 -0.4138
C 0.10573 2.55991 2.21005 -0.4073
C 0.12973 1.08660 2.92930 -0.4226
C -1.25679 0.22163 2.78684 -0.4194
C -1.01232 -1.27864 2.09090 -0.3847
C -1.33514 -2.52488 3.11775 -0.8014
B -0.16939 -3.70755 2.93375 1.2122
O -0.18248 -4.71513 1.84459 -0.8952
B 1.11893 -4.50945 1.11624 1.0140
O 2.36019 -4.67755 1.90708 -0.8802
B 2.21705 -3.68866 3.02208 0.8160
P 3.64572 -2.41636 3.24931 0.8947
O 3.02990 -0.79138 3.39898 -0.9188
Br 4.84641 -2.43633 1.31492 -0.1174
O 1.00733 -3.78686 3.86967 -0.8856
C -1.04210 0.99465 -2.67928 -0.1898
C -2.03347 -0.17625 -2.06247 -0.1926
C -3.65865 0.13637 -1.87647 -0.1800
C -4.19506 1.62934 -2.31341 -0.0878
C -3.20968 2.79617 -2.95779 -0.3262
C -1.60720 2.49738 -3.14308 -0.2252
H 0.13511 -1.71559 -3.94590 0.2594
H 1.46899 -1.93149 -2.52284 0.2705
H 1.93745 -1.26911 -4.32389 0.2941
H 1.48589 1.86411 -4.94687 0.2626
H 2.97240 1.49354 -3.83159 0.2865
H 1.73817 2.93844 -3.31305 0.2570
H 1.21170 -0.33051 -0.37943 0.2339
H 2.67085 0.78123 -0.89300 0.2722
H -0.40571 1.48067 -0.00378 0.2147
H 0.59890 2.76112 -1.12264 0.2016
H 2.26369 1.96321 1.41190 0.2119
H 1.54759 3.70201 0.82307 0.2341
H -0.95608 2.76013 1.70606 0.1992
H 0.28264 3.44859 2.96258 0.2399
H 0.40104 1.23898 4.05727 0.2494
H 0.97453 0.45477 2.38184 0.1813
H -2.11242 0.74766 2.18577 0.2066
H -1.65439 -0.01088 3.88047 0.2361
H 0.09688 -1.42944 1.72272 0.1744
H -1.69160 -1.37888 1.12048 0.1952
H -2.40302 -2.99462 2.86811 0.2589
H -1.29872 -2.22484 4.25764 0.2599
H 1.16248 -4.24422 -0.03675 -0.1014
H 3.14613 -0.31958 2.50033 0.5055
H -1.56314 -1.21465 -1.74018 0.2885
H -4.35607 -0.69277 -1.40865 0.2997
H -5.33444 1.88583 -2.16145 0.2908
H -3.65752 3.85843 -3.24444 0.3070
H -0.80350 3.24377 -3.55518 0.2976
Pd -3.93726 1.67379 -4.98100 0.6652
```

Summary:
E	-4334.36400	Ha
HOMO	-13.09	eV
charge	+2
orbital gap	0.0558	Eh

No. 3
ORCA calculation (ωB97M-V/def2-TZVPD) on a molecular structure, C3H4HgLi2O2 in a non-equilibrium geometry.

The geometry in XYZ format:
```
12
Properties=species:S:1:pos:R:3:nbo_charge:R:1
O 0.73001 -0.76948 0.48271 -0.5041
C 1.59471 0.12215 -0.01424 0.4983
C -0.64119 -0.88285 -0.08861 -0.1255
O 2.68297 0.11886 0.61114 -0.4440
C -1.41032 0.41530 -0.10188 -1.3393
Hg 5.01393 0.09749 -0.18983 0.0799
H -1.11867 -1.52302 0.67098 0.1999
H -0.68400 -1.62553 -0.89089 0.2198
H -1.16420 0.45907 0.97772 0.2800
H -1.91081 0.73302 -1.04105 0.2542
Li 0.02520 1.55165 -1.31823 0.9007
Li -3.11763 1.30334 0.90218 0.9800
```

Summary:
E	-435.29223	Ha
HOMO (alpha / beta)	-10.74 / -10.53	eV
2S+1	2
energy above the lowest of the compared OMol25 structures with the same formula, charge and spin	19.3	kcal/mol
charge	+1
orbital gap (alpha / beta)	0.2265 / 0.1813	Eh

No. 4
ORCA calculation (ωB97M-V/def2-TZVPD) on 2 unconnected molecules or ions with the total composition C6H14O.

The geometry in XYZ format:
```
21
Properties=species:S:1:pos:R:3:nbo_charge:R:1
C 0.18082 1.41483 0.10803 -0.7575
C 1.63503 1.05704 0.32469 -0.4135
C 2.04509 -0.15592 -0.50526 -0.3905
C 1.08107 -1.30764 -0.25777 -0.4976
C -0.34329 -0.99977 -0.59846 0.0079
O -1.51264 -0.39482 1.01792 -0.7025
C -2.80972 -0.14190 0.54960 -0.2655
H -0.11094 2.22242 0.77936 0.2125
H -0.80957 0.46987 0.73835 0.4448
H 0.00935 1.78274 -0.91764 0.1788
H 2.33160 1.87125 0.09121 0.1961
H 1.78427 0.82869 1.38770 0.1910
H 2.00456 0.10368 -1.57316 0.1895
H 3.07762 -0.46619 -0.29432 0.2101
H 1.11954 -1.66650 0.77469 0.2307
H 1.36743 -2.17481 -0.87692 0.2427
H -0.50268 -0.39387 -1.48892 0.2030
H -1.03221 -1.82047 -0.49229 0.1951
H -2.78443 0.52867 -0.31641 0.1649
H -3.46473 0.32067 1.30172 0.1870
H -3.26616 -1.07798 0.24788 0.1731
```

Summary:
E	-312.06653	Ha
HOMO	-7.48	eV
energy above the lowest of the compared OMol25 structures with the same formula, charge and spin	118.3	kcal/mol
charge	0
orbital gap	0.2776	Eh